Record 1
Molecular formula: C14H18ClNO3
Method: DFT, ωB97M-V/def2-TZVPD

## Properties
2S+1: 1
ΔE to the lowest compared entry with this formula, charge and spin in eV: 2.555
SMILES: CC1=C(CCCl)C(=O)N2[C@@H]3CC(=O)CC[C@@H]3[C@H](O)[C@@H]12
Lowest unoccupied orbital energy in eV: 0.276
Gap between HOMO and LUMO in eV: 9.24

Cartesian coordinates (Å):
O: -0.86029 2.39339 1.21918
O: -3.31873 -2.32659 2.83956
Cl: 3.10221 2.13406 1.93558
O: 0.69414 -2.19458 -1.89389
C: -0.07762 1.65814 0.63599
C: -2.88858 -1.98771 1.66540
C: 1.07217 1.98688 -0.14618
C: 1.38248 0.86812 -0.93497
N: -0.30903 0.30989 0.42640
C: 2.61567 0.59899 -1.85854
C: 2.46342 3.64330 1.36446
C: 1.85491 3.34330 -0.08365
C: -2.54768 -3.15751 0.69045
C: -1.32518 -2.90727 -0.15329
C: -2.38035 -0.49041 1.63425
C: -0.14482 -1.07802 -1.46103
C: -1.42131 -1.44525 -0.75176
C: 0.69572 -0.32166 -0.44420
C: -1.60553 -0.26318 0.29100
H: 1.51457 -1.80056 -2.22920
H: 2.21834 0.19822 -2.74177
H: 3.12513 1.54682 -1.90095
H: 3.33597 -0.15226 -1.36139
H: 1.66631 4.03285 2.08591
H: 3.26435 4.44151 1.38605
H: 2.74482 3.33424 -0.69232
H: 1.16554 4.06783 -0.62744
H: -2.37370 -4.14847 1.21524
H: -3.38957 -3.31789 0.14339
H: -0.41430 -3.10858 0.45275
H: -1.25285 -3.60229 -1.00559
H: -3.29873 0.04136 1.69391
H: -1.86762 -0.19539 2.47372
H: -0.47488 -0.30759 -2.25139
H: -2.20436 -1.36500 -1.48992
H: 1.45809 -0.91944 0.09877
H: -2.21868 0.49074 -0.22450

---

Record 2
Molecular formula: C14H18ClNO3W
Method: DFT, ωB97M-V/def2-TZVPD

## Properties
2S+1: 3
⟨S²⟩: 2.02
ΔE to the lowest compared entry with this formula, charge and spin in eV: 2.853
Lowest unoccupied orbital energy (spin up / spin down) in eV: -9.790 / -10.430
Gap between HOMO and LUMO (spin up / spin down) in eV: 6.39 / 5.76
Charge: +2

Cartesian coordinates (Å):
Cl: -1.41555 1.15700 -3.86319
C: 1.84370 1.11403 0.17793
C: 1.14989 1.13933 1.42031
C: 0.01779 1.99804 1.29269
H: 1.58294 0.77545 2.36136
C: 0.03450 2.57268 -0.05815
C: 1.14211 1.92427 -0.76949
H: 1.45140 2.12876 -1.79003
H: 2.86587 0.73214 0.04544
H: -0.66211 2.26731 2.09711
C: -1.11196 3.26594 -0.71493
W: -0.42885 0.49207 -0.26208
C: -1.73967 -0.53714 0.85583
O: -2.49600 -1.22165 1.41951
C: -0.21342 -0.59904 -1.92284
O: -0.09514 -1.42603 -2.72091
H: -2.04181 3.02370 -0.18943
H: -1.20039 2.92848 -1.75771
H: -0.89455 4.33046 -0.65418
O: 1.62348 -1.44638 0.12292
C: 1.66365 -2.48174 0.84414
C: 0.71198 -2.68178 2.01645
C: -0.30923 -3.79289 1.81050
C: 0.26900 -5.19351 1.99218
C: 1.39684 -5.60004 1.05018
C: 2.67088 -4.76407 1.20002
N: 2.55154 -3.45309 0.54803
H: 1.31743 -2.88456 2.91148
H: 0.22713 -1.71428 2.18622
H: -1.13203 -3.64468 2.53110
H: -0.77882 -3.66225 0.82527
H: 0.60551 -5.29865 3.03156
H: -0.55670 -5.89867 1.84955
H: 1.65507 -6.65438 1.22324
H: 1.03753 -5.53237 0.01825
H: 2.90673 -4.65676 2.27439
H: 3.52399 -5.28787 0.73003
H: 3.20548 -3.25647 -0.20205